1.
This record from OMol25 describes the molecule C4H5NO. The level of theory is ωB97M-V with the def2-TZVPD basis set.

Positions of all 11 atoms, in Å:
C1 1.00 -0.85 0.19
C2 -0.28 -0.11 -0.01
C3 -1.49 -0.80 -0.42
N1 -2.44 -1.35 -0.79
C4 -0.23 1.31 0.29
O1 0.18 1.02 -1.01
H1 1.00 -1.91 -0.07
H2 1.36 -0.16 -0.61
H3 1.55 -0.62 1.11
H4 -1.16 1.86 0.28
H5 0.51 1.61 1.02

Computed properties:
Relative energy (zero: lowest compared OMol25 entry of this formula, charge and spin), kJ/mol: 276.7
Net charge: 0
Orbital gap, eV: 11.52
SMILES: C[C@@]1(C#N)CO1
E, eV: -7763.6589
HOMO energy, eV: -10.699
E_LUMO, eV: 0.82

---

2.
This record from OMol25 describes a cluster of 2 separate species, C4H5NO in total. The level of theory is ωB97M-V with the def2-TZVPD basis set.

Positions of all 11 atoms, in Å:
C1 1.90 0.43 -0.31
C2 0.58 0.45 -0.47
N1 -0.33 1.31 0.13
C3 -1.44 0.66 0.10
C4 -1.37 -0.64 -0.68
O1 -0.11 -0.64 -1.04
H1 -0.64 -1.79 1.50
H2 2.36 1.20 0.32
H3 2.46 -0.44 -0.66
H4 -2.33 1.02 0.62
H5 -1.17 -1.84 1.00

Computed properties:
Relative energy (zero: lowest compared OMol25 entry of this formula, charge and spin), kJ/mol: 451.8
Net charge: 0
Orbital gap, eV: 8.11
E, eV: -7761.8438
HOMO energy, eV: -9.292
E_LUMO, eV: -1.18

---

3.
This record from OMol25 describes a cluster of 2 separate species, C4H5NO in total. The level of theory is ωB97M-V with the def2-TZVPD basis set.

Positions of all 11 atoms, in Å:
C1 -0.28 -0.85 -0.10
C2 -2.41 0.48 0.52
C3 -1.50 -1.26 -0.24
C4 1.43 0.81 0.11
N1 0.85 -0.40 -0.16
O1 -3.06 0.91 -0.32
H1 -1.99 -1.91 0.42
H2 -1.66 -1.14 -1.32
H3 2.15 0.81 0.97
H4 2.08 1.09 -0.85
H5 0.60 1.51 0.19

Computed properties:
Relative energy (zero: lowest compared OMol25 entry of this formula, charge and spin), kJ/mol: 337.3
Net charge: 0
Orbital gap, eV: 8.89
E, eV: -7763.0301
HOMO energy, eV: -8.149
E_LUMO, eV: 0.74

---

4.
This record from OMol25 describes the molecule C4H5NO. The level of theory is ωB97M-V with the def2-TZVPD basis set.

Positions of all 11 atoms, in Å:
O1 0.00 -0.32 2.23
C1 -0.05 -0.12 0.91
C2 0.96 -0.50 -0.05
C3 0.51 -0.01 -1.27
N1 -0.70 0.60 -1.09
C4 -1.08 0.46 0.22
H1 0.72 -1.04 2.45
H2 1.89 -1.05 0.09
H3 0.97 -0.05 -2.27
H4 -1.24 1.05 -1.78
H5 -1.99 0.97 0.55

Computed properties:
Relative energy (zero: lowest compared OMol25 entry of this formula, charge and spin), kJ/mol: 67.9
Net charge: 0
Orbital gap, eV: 8.82
SMILES: Oc1cc[nH]c1
E, eV: -7765.8232
HOMO energy, eV: -7.846
E_LUMO, eV: 0.97

---

5.
This record from OMol25 describes the molecule C4H5NO. The level of theory is ωB97M-V with the def2-TZVPD basis set.

Positions of all 11 atoms, in Å:
O1 -1.37 -0.04 -1.74
C1 -0.49 0.10 -0.72
C2 0.71 -0.65 -0.51
C3 1.04 -0.40 0.81
N1 0.16 0.51 1.35
C4 -0.76 0.84 0.42
H1 -1.46 -1.06 -2.25
H2 1.29 -1.31 -1.11
H3 2.05 -0.64 1.15
H4 0.47 1.19 2.08
H5 -1.65 1.48 0.53

Computed properties:
Relative energy (zero: lowest compared OMol25 entry of this formula, charge and spin), kJ/mol: 147.7
Net charge: 0
Orbital gap, eV: 8.66
SMILES: Oc1cc[nH]c1
E, eV: -7764.9952
HOMO energy, eV: -7.870
E_LUMO, eV: 0.79

---

6.
This record from OMol25 describes the molecule C4H5NO. The level of theory is ωB97M-V with the def2-TZVPD basis set.

Positions of all 11 atoms, in Å:
N1 -0.93 2.58 -0.35
C1 -0.78 1.44 -0.18
C2 -0.33 0.13 0.24
O1 -0.64 -0.18 1.57
C3 -0.11 -1.09 -0.61
C4 1.04 -0.17 -0.34
H1 -0.95 0.62 2.02
H2 -0.14 -1.98 0.01
H3 -0.52 -1.21 -1.61
H4 1.84 -0.45 0.34
H5 1.33 0.48 -1.16

Computed properties:
Relative energy (zero: lowest compared OMol25 entry of this formula, charge and spin), kJ/mol: 161.6
Net charge: 0
Orbital gap, eV: 10.92
SMILES: N#CC1(O)CC1
E, eV: -7764.8511
HOMO energy, eV: -10.097
E_LUMO, eV: 0.82

---

7.
This record from OMol25 describes a cluster of 2 separate species, C4H5NO in total. The level of theory is ωB97M-V with the def2-TZVPD basis set.

Positions of all 11 atoms, in Å:
N1 2.22 -0.72 1.65
C1 1.07 -0.64 1.18
C2 -0.26 -0.79 1.13
O1 -1.12 -1.73 0.62
H1 3.05 -0.42 1.31
H2 -0.86 0.16 1.44
H3 -0.86 -2.65 0.60
C3 -0.51 0.73 -2.24
C4 -0.20 1.46 -1.32
H4 -1.09 0.05 -2.89
H5 0.26 2.14 -0.72

Computed properties:
Relative energy (zero: lowest compared OMol25 entry of this formula, charge and spin), kJ/mol: 492.2
Net charge: 0
Orbital gap, eV: 8.72
SMILES: N=C=CO.C#C
E, eV: -7761.4255
HOMO energy, eV: -8.053
E_LUMO, eV: 0.66

---

8.
This record from OMol25 describes the molecule C4H5NO. The level of theory is ωB97M-V with the def2-TZVPD basis set.

Positions of all 11 atoms, in Å:
C1 -1.76 0.32 0.16
C2 -0.39 0.47 -0.41
C3 0.83 0.49 0.03
C4 2.02 -0.05 0.13
N1 2.01 -1.50 0.17
O1 0.92 -2.01 0.16
H1 -1.75 0.08 1.23
H2 -2.28 1.27 0.01
H3 -2.35 -0.46 -0.35
H4 -0.22 0.96 -1.38
H5 2.98 0.43 0.25

Computed properties:
Relative energy (zero: lowest compared OMol25 entry of this formula, charge and spin), kJ/mol: 459.3
Net charge: 0
Orbital gap (spin up / spin down), eV: 8.60 / 8.60
SMILES: CC=C=CN=O
E, eV: -7761.7662
HOMO energy (spin up / spin down), eV: -8.900 / -8.900
E_LUMO (spin up / spin down), eV: -0.30 / -0.30

---

9.
This record from OMol25 describes the molecule C4H5NO. The level of theory is ωB97M-V with the def2-TZVPD basis set.

Positions of all 11 atoms, in Å:
C1 0.14 -1.27 -0.07
C2 -2.25 -0.62 -0.62
C3 0.38 -0.02 0.17
C4 -0.58 1.09 -0.11
N1 -1.92 0.64 -0.32
O1 -2.47 -0.31 0.69
H1 0.69 -2.10 0.36
H2 1.25 0.16 0.75
H3 -0.68 -1.61 -0.73
H4 -0.49 1.79 0.61
H5 -0.10 1.59 -1.03

Computed properties:
Relative energy (zero: lowest compared OMol25 entry of this formula, charge and spin), kJ/mol: 593.7
Net charge: 0
Orbital gap, eV: 10.76
E, eV: -7760.3735
HOMO energy, eV: -9.971
E_LUMO, eV: 0.79

---

10.
This record from OMol25 describes the molecule C4H5NO. The level of theory is ωB97M-V with the def2-TZVPD basis set.

Positions of all 11 atoms, in Å:
C1 0.73 -1.04 0.59
C2 -0.16 -0.05 -0.13
C3 -1.59 -0.35 -0.24
N1 -2.72 -0.54 -0.46
C4 0.23 1.35 -0.28
O1 0.32 0.45 -1.37
H1 0.85 -1.95 -0.01
H2 1.71 -0.59 0.73
H3 0.33 -1.32 1.57
H4 -0.52 2.13 -0.34
H5 1.20 1.65 0.12

Computed properties:
Relative energy (zero: lowest compared OMol25 entry of this formula, charge and spin), kJ/mol: 156.0
Net charge: 0
Orbital gap, eV: 11.97
SMILES: C[C@@]1(C#N)CO1
E, eV: -7764.9098
HOMO energy, eV: -11.168
E_LUMO, eV: 0.80

---

11.
This record from OMol25 describes the molecule C4H5NO. The level of theory is ωB97M-V with the def2-TZVPD basis set.

Positions of all 11 atoms, in Å:
C1 -1.85 1.06 0.03
C2 -1.04 0.17 0.02
C3 -0.18 -1.03 -0.10
N1 1.07 -0.88 0.64
C4 1.44 0.48 0.65
O1 1.69 1.10 -0.35
H1 -2.64 1.77 0.01
H2 0.02 -1.19 -1.16
H3 -0.73 -1.90 0.29
H4 1.00 -1.25 1.58
H5 1.41 0.93 1.66

Computed properties:
Relative energy (zero: lowest compared OMol25 entry of this formula, charge and spin), kJ/mol: 232.8
Net charge: 0
Orbital gap, eV: 10.96
SMILES: C#CCNC=O
E, eV: -7764.1136
HOMO energy, eV: -10.134
E_LUMO, eV: 0.83

---

12.
This record from OMol25 describes a structure of composition C4H5NO. The level of theory is ωB97M-V with the def2-TZVPD basis set.

Positions of all 11 atoms, in Å:
N1 -1.15 -0.68 -0.31
C1 -0.49 -0.61 0.91
C2 0.80 -0.37 0.08
O1 1.43 0.86 0.42
C3 0.35 1.63 0.36
C4 -0.19 -0.12 -1.04
H1 -2.12 -0.88 -0.53
H2 -0.65 -1.40 1.64
H3 1.50 -1.20 -0.02
H4 0.72 2.66 0.57
H5 -0.15 0.01 -2.12

Computed properties:
Relative energy (zero: lowest compared OMol25 entry of this formula, charge and spin), kJ/mol: 679.9
Net charge: 0
Orbital gap (spin up / spin down), eV: 8.21 / 8.21
E, eV: -7759.4796
HOMO energy (spin up / spin down), eV: -7.249 / -7.250
E_LUMO (spin up / spin down), eV: 0.96 / 0.96